Entry 1:
76
Properties=species:S:1:pos:R:3 method="wB97M-V/def2-TZVPD" e_homo_ha="-0.5941 / -0.5963" relative_energy_kj_mol=0.0 spin_multiplicity=3 total_charge=+3 total_energy_ev=-63115.4548 orbital_gap_ev="5.40 / 6.60"
W 0.7401 0.3233 0.0343
C -0.2054 0.9768 3.0595
N 0.7681 0.1286 2.3280
C 0.4566 -1.2457 2.7717
C 2.1607 0.4209 2.7591
C 3.1521 -0.1503 1.7446
N 2.9876 0.4589 0.4002
C 3.7365 1.7367 0.3460
C 3.6393 -0.4502 -0.5649
H 0.0878 1.0871 4.1080
H -1.1890 0.5070 3.0267
H -0.3191 1.9647 2.6211
H 0.4287 -1.2911 3.8637
H 1.2007 -1.9554 2.4250
H -0.5149 -1.5378 2.3751
H 2.3640 -0.0206 3.7448
H 2.3102 1.4976 2.8626
H 2.9869 -1.2274 1.6487
H 4.1779 -0.0049 2.1036
H 4.8107 1.5529 0.4604
H 3.4362 2.4270 1.1337
H 3.5883 2.2250 -0.6180
H 4.6769 -0.6364 -0.2687
H 3.6491 -0.0071 -1.5608
H 3.1114 -1.4051 -0.5860
N 0.4293 2.6679 -2.4877
C 0.6418 1.4039 -2.9726
C 0.6214 1.2578 -4.3739
C 0.7627 0.0121 -4.9346
C 0.9116 -1.0799 -4.0739
C 0.9677 -0.8564 -2.7220
N 0.8550 0.3637 -2.1420
C 0.5387 3.2482 -1.2461
C 0.4489 4.6544 -1.2394
C 0.6046 5.3600 -0.0721
C 0.8883 4.6308 1.0832
C 0.9700 3.2652 0.9984
N 0.7599 2.5201 -0.1235
H 0.2600 3.3484 -3.2209
H 0.5108 2.1327 -4.9962
H 0.7633 -0.1180 -6.0044
H 1.0092 -2.0791 -4.4645
H 1.1107 -1.6826 -2.0392
H 0.2482 5.1694 -2.1667
H 0.5470 6.4355 -0.0555
H 1.0322 5.1187 2.0344
H 1.2463 2.7312 1.8905
O -8.1827 0.6885 -0.6211
C -7.4583 0.4163 0.4447
O -7.9386 0.2627 1.5293
C -5.9513 0.3073 0.2900
C -5.2988 -0.5981 1.1267
C -3.9311 -0.7567 1.0478
C -3.1999 0.0342 0.1633
S -1.4805 -0.3569 -0.0544
C -3.8324 0.9747 -0.6417
C -5.2119 1.1045 -0.5800
H -7.7306 0.7079 -1.4750
H -5.8797 -1.1850 1.8221
H -3.4329 -1.4892 1.6649
H -3.2561 1.5753 -1.3302
H -5.6923 1.8397 -1.2084
C 1.9626 -4.3406 1.1823
P 0.7783 -3.5407 0.0570
C 1.0303 -4.2452 -1.6043
C -0.8799 -4.0349 0.6173
O 1.0087 -2.0249 0.0595
H 1.9294 -5.4166 1.0394
H 1.6997 -4.1327 2.2175
H 2.9750 -3.9964 0.9827
H 0.9986 -5.3288 -1.5331
H 2.0024 -3.9571 -2.0004
H 0.2415 -3.9250 -2.2816
H -1.0125 -5.0947 0.4101
H -1.6536 -3.4767 0.0961
H -0.9711 -3.8864 1.6907



Entry 2:
78
Properties=species:S:1:pos:R:3 method="wB97M-V/def2-TZVPD" e_homo_ha=-0.2960 relative_energy_kj_mol=25.1 total_energy_ev=-315319.0660 orbital_gap_ev=8.33
K 0.0871 0.0690 -0.0210
C 1.0445 -3.4530 1.5581
C -0.3142 -3.0152 2.0007
C -1.1400 -3.5594 2.9937
C -2.2541 -2.7410 3.0189
C -3.4671 -2.8554 3.8823
N -2.0752 -1.7794 2.0883
N -0.8859 -1.9467 1.4647
B -3.0446 -0.6246 1.7332
N -2.5325 0.7498 2.2530
N -1.4206 1.3551 1.7720
C -1.3212 2.5257 2.3900
C -0.2438 3.4991 2.0253
C -2.3729 2.6850 3.3027
C -3.1260 1.5326 3.1800
C -4.3807 1.1738 3.9065
N -3.3746 -0.5775 0.2181
N -2.4554 -0.3018 -0.7455
C -3.1005 -0.3217 -1.9023
C -2.3811 -0.0659 -3.1891
C -4.4568 -0.6155 -1.7059
C -4.5902 -0.7688 -0.3401
C -5.8272 -1.0889 0.4329
H 1.1394 -4.5384 1.5967
H 1.2269 -3.1278 0.5323
H 1.8271 -3.0249 2.1893
H -0.9668 -4.4310 3.6039
H -3.3606 -3.7276 4.5259
H -3.5993 -1.9776 4.5153
H -4.3742 -2.9714 3.2885
H -4.0689 -0.8441 2.3063
H 0.5435 3.0063 1.4502
H -0.6490 4.3017 1.4051
H 0.2058 3.9648 2.9042
H -2.5731 3.5194 3.9549
H -4.6340 1.9833 4.5898
H -5.2152 1.0269 3.2206
H -4.2682 0.2574 4.4857
H -1.3654 0.2861 -3.0000
H -2.3129 -0.9725 -3.7948
H -2.8923 0.6919 -3.7845
H -5.2376 -0.7015 -2.4436
H -6.6564 -1.2032 -0.2642
H -5.7233 -2.0147 0.9995
H -6.0802 -0.2993 1.1412
Br 2.7798 0.6896 1.9424
C 1.6798 0.9323 3.5302
Br 0.9293 -0.6859 4.2109
H 0.8591 1.5767 3.2447
H 2.3190 1.3761 4.2811
C 1.6271 3.7743 -3.0457
As 1.7277 1.9277 -2.4117
C 3.6799 1.7594 -2.5108
C 1.2880 0.9696 -4.0665
C 0.8695 1.6542 -5.2058
C 0.5143 0.9730 -6.3608
C 0.5793 -0.4102 -6.3947
C 0.9879 -1.1010 -5.2645
C 1.3339 -0.4310 -4.0954
As 1.8382 -1.4521 -2.4945
C 3.1755 -2.6283 -3.3049
C 0.3317 -2.7073 -2.4602
H 2.2336 3.9331 -3.9367
H 1.9962 4.4126 -2.2434
H 0.5931 4.0497 -3.2485
H 4.0346 2.0291 -3.5048
H 3.9714 0.7348 -2.2844
H 4.1323 2.4188 -1.7701
H 0.8106 2.7343 -5.2001
H 0.1869 1.5271 -7.2313
H 0.3072 -0.9507 -7.2922
H 1.0259 -2.1837 -5.2977
H 2.7795 -3.1431 -4.1789
H 3.4889 -3.3624 -2.5636
H 4.0418 -2.0373 -3.5991
H 0.1154 -3.1075 -3.4499
H -0.5627 -2.2167 -2.0711
H 0.5837 -3.5304 -1.7911



Entry 3:
82
Properties=species:S:1:pos:R:3 method="wB97M-V/def2-TZVPD" e_homo_ha=-0.1398 relative_energy_kj_mol=19.8 total_charge=-1 total_energy_ev=-139848.2290 orbital_gap_ev=6.08
Ba 1.3686 1.2447 -1.1479
S -0.5694 -0.7750 -2.9836
C -0.8073 -2.1574 -1.9100
C -2.0398 -2.8277 -1.9828
C -2.3254 -3.9719 -1.2556
C -1.3488 -4.5031 -0.4233
C -0.1318 -3.8514 -0.3154
C 0.1665 -2.6678 -1.0087
S 1.7415 -1.9244 -0.7307
H -2.7773 -2.4292 -2.6706
H -3.2910 -4.4541 -1.3595
H -1.5312 -5.4130 0.1374
H 0.6382 -4.2571 0.3316
O 7.2299 3.2339 0.6217
C 7.2538 1.9209 0.7093
O 8.2710 1.3028 0.9473
C 5.9549 1.2067 0.5594
C 5.8367 -0.1652 0.5960
N 4.5398 -0.4533 0.4101
N 3.7973 0.6448 0.2768
C 4.6290 1.6733 0.3584
C 4.0352 3.0543 0.1608
O 4.8312 4.0171 0.1472
O 2.7919 3.1016 0.0019
H 6.2887 3.5882 0.4156
H 6.5942 -0.9170 0.7337
H 4.0778 -1.3526 0.3394
O -0.7394 1.8496 0.4605
P -1.6961 1.1392 1.3578
N -1.9998 1.9958 2.7387
C -2.3098 1.4148 4.0483
C -2.9789 2.5615 4.8204
C -3.5277 3.4736 3.7236
C -2.4378 3.3915 2.6606
N -1.1524 -0.3092 1.8843
C -1.8938 -1.5795 1.8767
C -1.0996 -2.4480 2.8477
C 0.3363 -1.9732 2.6461
C 0.2010 -0.4659 2.4412
N -3.1388 0.9380 0.5968
C -4.4076 0.5935 1.2332
C -5.0139 -0.4388 0.2870
C -4.5823 0.0781 -1.0847
C -3.1688 0.6163 -0.8492
H -1.4066 1.0700 4.5557
H -2.9781 0.5540 3.9568
H -2.2320 3.1007 5.4066
H -3.7462 2.2005 5.5049
H -3.7142 4.4912 4.0668
H -4.4603 3.0649 3.3269
H -1.6126 4.0717 2.8949
H -2.7899 3.6246 1.6553
H -1.9078 -2.0208 0.8773
H -2.9233 -1.4399 2.2105
H -1.2302 -3.5088 2.6363
H -1.4266 -2.2509 3.8740
H 0.7552 -2.4074 1.7366
H 0.9918 -2.2157 3.4830
H 0.9615 -0.0961 1.7507
H 0.3011 0.0885 3.3814
H -5.0592 1.4747 1.3003
H -4.2639 0.2141 2.2454
H -6.0953 -0.5249 0.3975
H -4.5645 -1.4182 0.4683
H -5.2496 0.8811 -1.4083
H -4.5868 -0.6971 -1.8494
H -2.9656 1.5065 -1.4444
H -2.4109 -0.1239 -1.1070
C 2.7049 -1.7983 -4.2569
As 2.5953 0.0566 -4.7017
C 1.0809 0.3922 -5.8349
C 4.1356 0.4340 -5.8030
O 2.6349 1.0722 -3.3959
H 2.2747 -2.3989 -5.0571
H 2.1418 -1.9366 -3.3316
H 3.7503 -2.0644 -4.0994
H 0.9939 -0.3905 -6.5872
H 1.2035 1.3634 -6.3133
H 0.1952 0.3783 -5.2041
H 4.1610 -0.1953 -6.6917
H 5.0267 0.2591 -5.2021
H 4.1002 1.4840 -6.0890



Entry 4:
86
Properties=species:S:1:pos:R:3 method="wB97M-V/def2-TZVPD" e_homo_ha=-0.2954 relative_energy_kj_mol=50.5 total_energy_ev=-77206.6064 orbital_gap_ev=7.38
Y -1.3135 1.4304 0.4065
O -3.2926 -1.3253 3.6291
C -3.0150 -0.4939 2.6261
O -1.8951 -0.1754 2.3189
C -4.2224 0.0304 1.9211
C -5.5168 -0.4224 2.1351
C -6.5204 0.1228 1.3536
C -6.2004 1.0692 0.3924
C -4.8733 1.4618 0.2638
N -3.9234 0.9589 1.0327
C -4.3280 2.4185 -0.7613
O -5.1882 3.0752 -1.5433
O -3.1469 2.5773 -0.8896
H -2.4547 -1.5783 4.0442
H -5.7197 -1.1771 2.8806
H -7.5464 -0.1961 1.4770
H -6.9864 1.4620 -0.2401
H -6.1013 2.8905 -1.3029
B 0.0471 4.0864 -1.4380
N 0.9733 3.8725 -0.2088
C 2.0247 4.5884 0.2062
C 2.4836 4.0474 1.3965
C 1.6188 2.9782 1.6408
N 0.7170 2.8828 0.6657
N 0.1230 2.8137 -2.3277
C 0.6459 2.6341 -3.5445
C 0.5210 1.2959 -3.8849
C -0.1168 0.7228 -2.7831
N -0.3548 1.6476 -1.8554
H 0.4603 5.0245 -2.0703
H -1.0856 4.2103 -1.0449
H 2.3618 5.4320 -0.3726
H 3.3038 4.3896 2.0032
H 1.5811 2.2886 2.4694
H 1.0622 3.4717 -4.0794
H 0.8235 0.8202 -4.8022
H -0.4125 -0.2972 -2.5930
O 0.3708 -0.0494 0.6894
P 1.4122 -0.9676 0.1449
N 0.6711 -2.3138 -0.4545
C -0.5240 -2.7668 0.3005
C -0.8480 -4.1233 -0.3196
C 0.5120 -4.6345 -0.7838
C 1.1561 -3.3722 -1.3458
N 2.4089 -1.3112 1.4313
C 2.0258 -1.1160 2.8327
C 2.2747 -2.4858 3.4536
C 3.5522 -2.9424 2.7443
C 3.4331 -2.3526 1.3259
N 2.3326 -0.3546 -1.0571
C 2.9122 -1.0136 -2.2348
C 3.8239 0.0568 -2.8323
C 4.2828 0.8425 -1.6079
C 2.9999 0.9391 -0.7979
H -1.3237 -2.0337 0.1858
H -0.2799 -2.8748 1.3654
H -1.5123 -3.9891 -1.1765
H -1.3444 -4.7882 0.3867
H 0.4589 -5.4375 -1.5184
H 1.0924 -4.9918 0.0721
H 0.8133 -3.1960 -2.3714
H 2.2419 -3.4398 -1.3655
H 0.9991 -0.7624 2.9015
H 2.6705 -0.3629 3.2999
H 1.4431 -3.1542 3.2148
H 2.3832 -2.4484 4.5374
H 3.6689 -4.0255 2.7254
H 4.4264 -2.5287 3.2495
H 3.1270 -3.1215 0.6090
H 4.3877 -1.9437 0.9822
H 2.1348 -1.3187 -2.9373
H 3.4970 -1.8967 -1.9567
H 3.2369 0.7045 -3.4866
H 4.6364 -0.3780 -3.4136
H 4.6947 1.8223 -1.8453
H 5.0378 0.2782 -1.0531
H 2.3680 1.7558 -1.1519
H 3.1702 1.0838 0.2683
C -2.9743 -0.5099 -1.8096
O -2.2562 -0.2485 -0.6691
H -2.7186 -1.4886 -2.2552
H -2.8296 0.2385 -2.6065
H -4.0708 -0.5484 -1.6257
O -0.7104 2.1856 3.7429
S -1.6565 3.2015 3.2400
N -2.1410 3.1443 1.8518



Entry 5:
76
Properties=species:S:1:pos:R:3 method="wB97M-V/def2-TZVPD" e_homo_ha=-0.0020 relative_energy_kj_mol=212.0 total_charge=-2 total_energy_ev=-54920.3040 orbital_gap_ev=4.42
Bi 0.7866 1.1109 -0.8298
C -1.2847 0.3777 -3.3460
C -2.4608 1.0211 -2.6786
C -3.7180 0.9462 -3.2603
C -4.8325 1.5672 -2.7087
C -4.6514 2.2964 -1.5296
C -3.4227 2.3966 -0.9123
C -3.2375 3.1766 0.3557
C -2.2503 1.7478 -1.4529
N -1.1092 1.8849 -0.7803
H -1.5831 -0.1083 -4.2790
H -0.8080 -0.3799 -2.7114
H -0.5114 1.1223 -3.5713
H -3.8274 0.3782 -4.1826
H -5.8083 1.4856 -3.1747
H -5.5055 2.7961 -1.0745
H -4.1854 3.6147 0.6880
H -2.4981 3.9706 0.2161
H -2.8215 2.5390 1.1389
C 3.2565 -1.6411 0.5588
Si 2.1471 -2.2463 -0.8323
C 2.8842 -1.6122 -2.4596
C 2.4825 -4.1218 -0.9512
N 0.5587 -1.6895 -0.6422
C -0.6227 -2.3369 -0.5397
C -0.7923 -3.7441 -0.4014
C -2.0464 -4.3374 -0.3510
C -3.2118 -3.5825 -0.4066
C -3.0776 -2.1931 -0.4943
C -1.8380 -1.5917 -0.5402
H 4.3058 -1.9041 0.3835
H 2.9482 -2.0995 1.5053
H 3.1462 -0.5578 0.6822
H 3.9143 -1.9646 -2.5858
H 2.8864 -0.5223 -2.5044
H 2.2894 -1.9746 -3.3033
H 3.5523 -4.2574 -1.1461
H 1.9254 -4.5927 -1.7651
H 2.2487 -4.6532 -0.0243
H 0.0816 -4.3802 -0.3469
H -2.1067 -5.4187 -0.2574
H -4.1881 -4.0526 -0.3762
H -3.9572 -1.5582 -0.5284
H -1.7711 -0.5092 -0.5731
C 3.7939 3.2710 0.2451
N 3.5303 4.7056 0.0819
C 4.4647 5.6771 0.6072
C 2.3861 5.0516 -0.5646
C 2.0931 6.5270 -0.7917
O 1.5828 4.2250 -0.9559
H 4.6713 3.1509 0.8799
H 3.9967 2.8136 -0.7289
H 2.9322 2.7225 0.6675
H 5.2730 5.1412 1.0987
H 4.0061 6.3348 1.3513
H 4.9106 6.3029 -0.1735
H 2.8424 7.2215 -0.4190
H 1.1349 6.7420 -0.3198
H 1.9683 6.6756 -1.8639
O 1.5935 1.3368 0.9501
N -1.0564 0.6236 2.1131
C -0.9783 -0.4253 2.5835
N -0.8711 -1.6692 3.0825
C 0.3900 -2.3646 2.8111
C 0.4970 -3.5138 3.7911
O -0.6188 -4.3909 3.7005
C -1.8378 -3.6986 3.9237
C -2.0267 -2.5535 2.9469
H 1.2112 -1.6584 2.9329
H 0.4050 -2.7378 1.7808
H 0.5665 -3.1199 4.8156
H 1.3802 -4.1170 3.5798
H -1.8519 -3.3094 4.9527
H -2.6349 -4.4335 3.8075
H -2.9326 -1.9949 3.1832
H -2.1076 -2.9384 1.9242



Entry 6:
83
Properties=species:S:1:pos:R:3 method="wB97M-V/def2-TZVPD" e_homo_ha=-0.3415 relative_energy_kj_mol=0.0 total_energy_ev=-219502.6691 orbital_gap_ev=9.64
C -1.2211 -4.5223 1.9121
C -2.7108 -4.7904 1.8819
O -3.1882 -5.2681 0.6225
C -3.0652 -4.3715 -0.4035
O -2.1847 -4.5019 -1.2502
C -4.1054 -3.2806 -0.4872
C -3.5173 -1.9737 -1.0216
C -2.2919 -1.6051 -0.1603
C -1.9533 -0.1013 -0.0341
P -3.4111 1.0749 0.0709
O -3.9190 1.1418 -1.4672
Cl -2.4207 2.9257 0.1873
C -1.3380 0.3179 -1.4010
O -1.7327 -0.0155 -2.4984
N -0.2036 1.1403 -1.1857
C 0.5206 0.5446 -0.0131
O 1.3723 1.5228 0.4631
C 1.3185 -0.6614 -0.5598
Br 2.1370 -0.2165 -2.2983
C 2.5072 -1.1609 0.2929
C 2.4701 -2.7047 0.2149
Br 2.5209 -0.6948 2.1881
C -0.7127 0.1196 0.8773
F -0.3338 -1.1530 1.3742
C -0.7908 0.9871 2.1254
C -2.0328 0.9281 3.0019
C -1.7248 1.7065 4.2932
I -2.6690 -1.0293 3.6132
H -0.9952 -4.0962 2.8859
H -0.9077 -3.8253 1.1430
H -0.6559 -5.4414 1.8036
H -2.9109 -5.5834 2.5946
H -3.2749 -3.9247 2.2290
H -4.9213 -3.6436 -1.1062
H -4.5032 -3.1053 0.5117
H -4.3198 -1.2491 -0.9584
H -3.1885 -2.1635 -2.0359
H -1.4456 -2.1339 -0.5720
H -2.5055 -1.9730 0.8373
H -3.5544 0.4448 -2.0346
H -0.4800 2.1054 -1.0448
H 0.9185 2.3655 0.5225
H 0.6498 -1.4837 -0.7654
H 3.4272 -0.8075 -0.1455
H 1.5454 -2.9722 0.7216
H 3.3203 -3.1795 0.6745
H 2.3419 -2.9645 -0.8325
H 0.0642 0.7143 2.7344
H -0.6613 2.0334 1.8716
H -2.8984 1.4131 2.5698
H -1.6064 2.7550 4.0267
H -0.8108 1.3233 4.7310
H -2.5664 1.5997 4.9636
C 6.7496 -2.8583 1.5920
C 5.9711 -2.2929 0.4982
N 5.3552 -1.8496 -0.3640
H 7.7692 -2.4813 1.5498
H 6.3010 -2.5765 2.5424
H 6.7653 -3.9430 1.5100
C 7.5047 -2.4588 -3.2137
C 8.9449 -2.4798 -2.9879
N 10.0781 -2.4934 -2.8028
H 6.9793 -2.3591 -2.2665
H 7.2410 -1.6176 -3.8507
H 7.1919 -3.3815 -3.6980
C -0.9081 4.4722 -3.2290
C -0.8697 5.2556 -1.9989
N -0.8345 5.8689 -1.0277
H -0.3551 4.9852 -4.0168
H -0.4593 3.4939 -3.0602
H -1.9397 4.3396 -3.5485
C -5.0696 4.1583 4.9970
C -5.1561 2.7033 4.9707
N -5.2197 1.5568 4.9446
H -5.5451 4.5391 5.8981
H -4.0254 4.4647 4.9873
H -5.5712 4.5727 4.1253
C 2.3365 6.9461 -6.2313
C 1.2059 6.0305 -6.1464
N 0.3154 5.3087 -6.0792
H 2.1840 7.7818 -5.5518
H 3.2518 6.4256 -5.9588
H 2.4280 7.3231 -7.2474